No. 1
Density functional theory data (wB97M-V/def2-TZVPD) for C13H19Cl2NO in the gas phase.

The geometry in XYZ format:
```
36
Properties=species:S:1:pos:R:3:forces:R:3
C -3.000 -2.523 -1.200 0.1 0.0 0.2
C -2.369 -2.092 0.119 -0.2 0.2 -0.1
C -2.190 -0.579 0.232 0.3 -0.2 -0.1
C -1.197 -0.017 -0.783 -0.2 0.0 0.2
N -0.768 1.309 -0.377 -0.2 0.2 0.0
C 0.196 1.906 -1.282 0.0 0.3 -0.1
C 0.808 3.168 -0.673 0.2 -0.5 0.2
C 1.418 2.898 0.707 -0.4 0.5 -0.2
O 2.441 1.921 0.634 0.1 -0.3 0.0
C 2.148 0.615 0.840 0.1 -0.4 0.0
C 1.200 0.129 1.734 0.1 0.2 0.0
C 1.020 -1.232 1.899 0.1 0.0 -0.1
C 1.778 -2.143 1.188 0.1 0.0 -0.1
C 2.738 -1.675 0.303 -0.1 0.1 0.1
Cl 3.691 -2.795 -0.594 0.0 -0.2 0.0
C 2.925 -0.312 0.126 0.0 0.2 0.0
Cl 4.106 0.278 -0.981 0.0 0.1 0.0
H -2.349 -2.286 -2.037 0.0 0.0 -0.2
H -3.953 -2.021 -1.349 -0.1 0.0 -0.1
H -3.175 -3.597 -1.201 0.0 -0.1 -0.1
H -1.395 -2.573 0.231 0.0 0.0 0.1
H -3.003 -2.429 0.942 0.1 -0.1 0.0
H -3.157 -0.086 0.110 -0.1 0.1 0.1
H -1.814 -0.339 1.228 0.0 0.1 0.0
H -1.639 -0.020 -1.793 0.1 -0.1 0.1
H -0.304 -0.651 -0.804 0.0 -0.1 0.0
H -1.578 1.918 -0.291 0.1 -0.1 0.0
H -0.238 2.155 -2.267 0.1 -0.1 0.1
H 0.985 1.169 -1.453 0.0 0.0 -0.1
H 0.045 3.940 -0.560 0.0 0.1 0.0
H 1.583 3.539 -1.344 0.0 0.1 0.0
H 0.627 2.602 1.397 0.1 0.0 0.0
H 1.904 3.805 1.081 -0.1 -0.1 0.0
H 0.597 0.812 2.309 0.0 0.1 0.0
H 0.279 -1.589 2.598 -0.1 0.0 0.1
H 1.639 -3.204 1.311 0.0 -0.1 0.0
```
Positions in Å, forces in eV/Å.

F_max in eV Å⁻¹: 0.7
Frontier orbital gap in eV: 9.50
LUMO energy in eV: 0.87
SMILES: CCCCNCCCOc1cccc(Cl)c1Cl
HOMO level in Ha: -0.317



No. 2
Density functional theory data (wB97M-V/def2-TZVPD) for 4 unconnected molecules or ions with the total composition C13H19ClF3INO12P2.

The geometry in XYZ format:
```
52
Properties=species:S:1:pos:R:3:forces:R:3
N -5.920 2.256 -0.053 -0.4 -0.2 0.0
C -4.739 2.722 -0.054 0.3 0.1 0.0
C -3.845 2.610 1.125 -0.1 0.0 0.1
P -2.199 1.643 0.790 0.0 -0.1 0.2
O -0.761 0.712 0.542 0.1 0.2 0.0
C -1.641 2.813 -0.751 -0.1 0.3 -0.4
C -1.235 4.184 -0.440 0.4 -0.2 0.1
O -0.180 4.599 -0.110 -0.1 -0.1 0.1
I -2.801 5.777 -0.583 -0.3 0.2 -0.1
P -2.673 0.333 2.671 0.0 0.0 -0.1
O -1.216 0.467 3.475 0.1 0.0 0.1
Cl -2.291 -1.573 1.924 -0.2 -0.3 0.0
H -6.355 2.409 -0.962 0.0 0.0 0.0
H -4.335 3.203 -0.948 0.0 0.1 0.0
H -4.423 2.052 1.868 0.1 0.1 0.0
H -3.626 3.590 1.561 0.1 0.0 -0.2
H -2.947 0.761 -0.078 0.1 0.0 -0.1
H -1.429 2.481 1.693 -0.1 -0.1 0.0
H -0.847 0.245 -0.297 -0.1 -0.1 0.0
H -0.716 2.354 -1.096 0.0 -0.1 0.0
H -2.370 2.767 -1.559 -0.1 0.1 0.2
H -1.210 1.308 3.945 0.1 0.0 0.0
C 1.195 -2.238 2.293 -0.1 -0.1 0.0
C 1.352 -3.490 3.132 0.1 0.1 0.0
O 2.763 -3.643 3.205 0.0 0.0 0.2
C 3.327 -2.421 3.022 -0.1 0.0 -0.1
O 4.475 -2.180 3.234 0.1 0.0 -0.1
O 2.418 -1.540 2.590 0.0 0.0 0.0
F 0.825 -4.593 2.552 0.0 0.0 -0.1
H 1.174 -2.490 1.232 0.0 0.0 0.0
H 0.329 -1.640 2.549 0.1 0.2 0.0
H 0.956 -3.409 4.145 -0.1 -0.1 0.0
C 7.292 -2.279 1.255 0.0 0.1 0.1
C 7.351 -0.967 0.497 0.0 -0.1 0.0
O 8.083 -1.317 -0.664 -0.2 0.0 -0.1
C 7.927 -2.652 -0.885 0.0 0.0 0.1
O 8.240 -3.210 -1.882 0.0 0.0 0.0
O 7.359 -3.236 0.192 0.0 -0.1 0.0
F 8.024 -0.003 1.168 0.1 0.0 0.0
H 8.174 -2.384 1.890 0.0 0.1 0.0
H 6.390 -2.412 1.843 -0.1 -0.1 -0.1
H 6.380 -0.568 0.199 0.0 0.1 0.1
C -3.576 -0.272 -5.402 -0.1 0.0 0.0
C -4.573 -0.136 -4.264 0.1 0.1 0.0
O -3.746 -0.200 -3.128 0.0 0.1 0.1
C -2.495 0.210 -3.476 -0.1 0.0 0.0
O -1.637 0.489 -2.713 0.2 -0.2 -0.1
O -2.391 0.275 -4.829 0.1 0.0 0.0
F -5.463 -1.158 -4.238 0.0 -0.1 0.0
H -3.421 -1.327 -5.632 -0.1 0.0 0.0
H -3.844 0.276 -6.300 0.0 0.1 0.0
H -5.128 0.804 -4.248 -0.1 -0.1 0.0
```
Positions in Å, forces in eV/Å.

F_max in eV Å⁻¹: 0.5
Charge: -1
Frontier orbital gap in eV: 6.37
LUMO energy in eV: 2.15
HOMO level in Ha: -0.155



No. 3
Density functional theory data (wB97M-V/def2-TZVPD) for a molecular structure, C13H19ClInO5.

The geometry in XYZ format:
```
39
Properties=species:S:1:pos:R:3:forces:R:3
O 1.889 3.162 2.184 -7.3 -1.0 1.1
C 0.595 2.820 2.316 5.3 -1.9 -1.4
C 0.185 1.277 1.929 -0.9 1.4 1.9
In 0.151 1.021 -0.366 0.4 0.6 0.5
Cl -0.510 -1.336 -0.788 0.2 0.3 0.1
C 2.244 1.390 -1.146 0.2 0.4 -1.5
O 3.307 1.282 -0.135 -0.5 -2.8 -0.1
C 3.467 -0.102 0.357 0.8 0.7 1.4
O 4.226 -0.982 -0.571 -2.4 0.0 0.3
C 3.330 -1.883 -1.313 -1.1 -0.4 -0.4
C 3.125 -3.367 -0.613 -0.5 -0.2 -0.5
O 2.029 -4.049 -1.368 0.0 0.4 1.5
C -1.308 2.572 -1.137 0.2 1.8 0.3
O -2.572 2.040 -1.669 -1.1 -2.5 2.4
C -3.170 1.026 -0.787 -1.0 -1.7 0.8
C -3.262 1.281 0.844 -1.2 -3.1 -1.4
C -3.880 0.147 1.854 0.6 -0.4 -5.1
C -4.406 -1.260 1.176 1.3 3.0 -1.8
C -4.357 -1.495 -0.459 1.4 3.4 1.1
C -3.737 -0.364 -1.523 -0.4 0.5 5.5
H -0.267 3.561 2.644 1.7 -1.1 -0.7
H -0.914 1.051 2.335 2.3 0.5 -0.8
H 0.909 0.455 2.340 -1.1 1.9 -0.6
H 2.467 0.674 -2.044 -0.2 1.4 1.4
H 2.261 2.499 -1.587 0.3 -2.3 1.1
H 4.145 -0.023 1.335 -1.3 0.1 -2.3
H 2.454 -0.595 0.731 1.8 1.0 -1.3
H 2.269 -1.393 -1.373 1.9 -1.1 0.1
H 3.689 -2.043 -2.440 -0.4 0.4 2.6
H 2.767 -3.322 0.503 1.2 0.2 -2.0
H 4.077 -4.059 -0.757 -1.9 1.6 0.5
H 1.194 -4.094 -0.813 1.7 0.5 -0.9
H -1.572 3.335 -0.261 0.6 -1.4 -1.7
H -0.812 3.221 -1.993 -1.3 -1.3 1.5
H -2.855 2.315 1.259 -1.0 -2.6 -1.0
H -3.878 0.387 3.002 -0.1 -0.8 -2.5
H -4.826 -2.089 1.911 1.0 1.9 -1.9
H -4.759 -2.509 -0.894 0.9 2.2 1.0
H -3.696 -0.550 -2.684 0.0 0.5 2.7
```
Positions in Å, forces in eV/Å.

F_max in eV Å⁻¹: 7.5
Charge: -1
Frontier orbital gap in eV: 7.68
LUMO energy in eV: 2.68
HOMO level in Ha: -0.184



No. 4
Density functional theory data (wB97M-V/def2-TZVPD) for a molecular structure, C13H19CuF6N4O6S2.

The geometry in XYZ format:
```
51
Properties=species:S:1:pos:R:3:forces:R:3
Cu -19.245 29.060 -2.552 0.3 -0.2 0.0
C -19.295 30.752 1.212 0.1 1.0 -1.4
F -18.600 31.040 2.285 0.2 0.0 0.7
F -19.734 29.507 1.269 0.2 -0.7 0.0
F -20.366 31.533 1.129 -0.2 0.3 0.2
S -18.155 31.090 -0.262 0.3 -2.0 0.3
O -17.552 32.369 -0.001 -0.8 -0.7 -0.4
O -17.309 29.912 -0.252 -0.5 0.6 -0.2
N -19.205 30.965 -1.587 1.4 -0.3 2.0
S -19.179 32.394 -2.259 -0.6 2.7 -1.5
O -19.830 33.424 -1.477 0.2 -0.8 -0.5
O -17.904 32.709 -2.861 -0.6 -0.2 0.0
C -20.346 32.113 -3.733 1.2 -0.4 0.2
F -20.763 33.260 -4.250 -0.1 0.0 0.4
F -19.655 31.474 -4.693 -0.3 -0.1 0.1
F -21.384 31.357 -3.378 -0.2 0.2 -0.2
C -17.204 30.189 -6.288 0.2 0.1 -0.7
C -16.828 29.886 -4.868 -1.1 0.0 0.6
O -17.624 29.303 -4.123 0.2 -0.4 -0.2
N -15.628 30.257 -4.416 0.7 0.1 -0.1
C -15.096 29.805 -3.147 -0.1 0.0 0.6
H -17.919 29.455 -6.654 -0.1 -0.1 0.3
H -16.353 30.162 -6.973 0.1 0.1 0.2
H -17.676 31.165 -6.403 0.0 0.1 0.3
H -15.088 30.948 -4.905 -0.1 -0.2 -0.3
H -14.954 28.723 -3.125 -0.1 0.0 -0.2
H -15.741 30.053 -2.303 -0.1 0.1 -0.1
H -14.118 30.249 -2.985 0.0 0.1 -0.1
C -23.112 27.028 -3.732 -0.5 1.0 -0.2
C -22.267 28.077 -3.023 -0.3 -0.7 0.2
O -21.126 28.302 -3.410 0.4 0.2 0.2
N -22.818 28.594 -1.905 0.3 0.0 -0.2
C -22.103 29.449 -0.985 -0.7 0.7 0.5
H -22.647 26.061 -3.574 0.0 -0.1 -0.2
H -23.192 27.300 -4.785 0.4 -0.3 -0.1
H -24.149 27.015 -3.389 0.1 -0.1 0.3
H -23.813 28.513 -1.804 0.0 -0.2 0.1
H -22.189 30.504 -1.256 0.5 -0.1 -0.2
H -21.072 29.131 -0.880 0.1 0.1 -0.2
H -22.569 29.415 0.003 0.0 -0.4 -0.1
N -18.370 27.261 -1.594 -0.2 0.0 -0.2
C -17.213 26.701 -1.984 -0.3 0.1 -0.1
C -16.551 25.752 -1.233 0.0 -0.4 0.4
C -17.095 25.352 -0.018 0.3 0.1 -0.5
C -18.265 25.943 0.397 -0.4 -0.6 0.1
C -18.900 26.846 -0.442 0.6 0.6 0.5
H -16.829 27.013 -2.945 0.0 0.2 0.0
H -15.629 25.281 -1.544 0.0 0.2 -0.3
H -16.599 24.579 0.553 0.0 0.1 0.2
H -18.704 25.609 1.329 -0.2 0.3 0.0
H -19.777 27.366 -0.082 -0.2 -0.1 -0.2
```
Positions in Å, forces in eV/Å.

F_max in eV Å⁻¹: 3.2
Frontier orbital gap in eV: 8.77
LUMO energy in eV: 0.38
HOMO level in Ha: -0.308